No. 1
ORCA calculation (ωB97M-V/def2-TZVPD) on one molecule with the formula C2H7NS2 at a distorted geometry.

## Properties
- SMILES = NCCSS
- net charge = 0

Atoms and positions in Å:
N: -0.18 -1.61 1.12
C: 0.29 -0.30 0.65
C: -0.80 0.35 -0.43
S: -0.41 2.07 -0.81
S: 0.90 1.91 -2.30
H: 0.13 -1.96 2.06
H: -1.17 -1.77 1.05
H: 0.59 0.35 1.48
H: 1.13 -0.29 0.01
H: -0.62 -0.30 -1.32
H: -1.80 0.29 0.10
H: 1.93 1.26 -1.63

These are the Mulliken partial charges, in e, on atoms 1 to 2:
1. N -0.524
2. C -0.262

No. 2
ORCA calculation (ωB97M-V/def2-TZVPD) on C15H45FNO11S9 as an isolated structure at a distorted geometry.

## Properties
- net charge = -1

Atoms and positions in Å:
C: 3.53 -2.89 -0.09
S: 3.31 -1.09 -0.03
O: 3.60 -0.63 1.35
O: 4.31 -0.52 -0.99
N: 1.80 -0.58 -0.59
S: 0.61 -1.68 -0.20
O: 0.78 -2.17 1.18
O: -0.74 -1.13 -0.46
F: 0.75 -2.90 -1.29
H: 4.40 -3.17 0.52
H: 2.68 -3.45 0.30
H: 3.68 -3.19 -1.13
C: 5.63 -5.59 -1.92
S: 5.94 -5.90 -0.17
O: 5.82 -4.59 0.54
C: 7.69 -6.27 -0.34
H: 4.59 -5.30 -2.03
H: 6.27 -4.78 -2.27
H: 5.82 -6.50 -2.49
H: 8.21 -5.43 -0.79
H: 7.82 -7.16 -0.96
H: 8.10 -6.46 0.65
C: -3.73 1.19 3.69
S: -3.87 0.90 1.91
O: -5.26 0.43 1.65
C: -2.80 -0.54 1.89
H: -4.36 2.04 3.95
H: -4.07 0.31 4.23
H: -2.70 1.42 3.94
H: -3.20 -1.31 2.56
H: -1.79 -0.26 2.20
H: -2.76 -0.93 0.87
C: 0.72 -7.72 -0.43
S: 1.20 -7.04 -2.02
O: 2.07 -5.86 -1.76
C: -0.43 -6.41 -2.46
H: 1.61 -8.13 0.05
H: 0.31 -6.93 0.20
H: -0.01 -8.51 -0.57
H: -0.76 -5.70 -1.70
H: -1.13 -7.24 -2.54
H: -0.35 -5.90 -3.42
C: 11.91 -5.07 0.70
S: 11.72 -5.40 -1.06
O: 10.31 -5.81 -1.28
C: 12.72 -6.91 -1.08
H: 11.33 -4.19 0.95
H: 11.54 -5.92 1.28
H: 12.96 -4.89 0.93
H: 12.30 -7.64 -0.39
H: 13.75 -6.66 -0.80
H: 12.70 -7.31 -2.09
C: -3.91 6.61 2.42
S: -4.76 5.43 3.49
O: -3.74 4.86 4.42
C: -5.06 4.21 2.20
H: -3.60 7.45 3.03
H: -3.04 6.14 1.97
H: -4.60 6.95 1.65
H: -4.12 3.90 1.76
H: -5.71 4.65 1.44
H: -5.56 3.35 2.65
C: -7.98 6.12 -2.35
S: -8.34 6.07 -0.59
O: -7.09 5.68 0.12
C: -9.40 4.62 -0.64
H: -7.29 6.94 -2.53
H: -7.52 5.18 -2.66
H: -8.90 6.29 -2.90
H: -8.85 3.77 -1.06
H: -10.28 4.83 -1.25
H: -9.72 4.38 0.37
C: -6.42 10.76 -0.33
S: -5.69 10.38 -1.93
O: -6.64 9.47 -2.64
C: -4.36 9.35 -1.29
H: -7.31 11.37 -0.49
H: -6.70 9.84 0.18
H: -5.70 11.32 0.27
H: -4.77 8.52 -0.72
H: -3.70 9.96 -0.66
H: -3.79 8.97 -2.13

These are the Mulliken partial charges, in e, on atoms 1 to 2:
1. C -0.750
2. S 1.165

No. 3
ORCA calculation (ωB97M-V/def2-TZVPD) on a 2-piece molecular cluster, C6H14O overall at a distorted geometry.

## Properties
- SMILES = C/C=C(/C)CC.O
- net charge = 0

Atoms and positions in Å:
C: -0.60 0.47 0.78
C: -0.37 0.56 -0.68
C: 0.79 0.15 -1.30
C: 0.96 0.46 -2.75
C: 1.99 -0.62 -0.66
C: 3.21 0.26 -0.35
H: -1.08 1.44 0.95
H: 0.30 0.40 1.42
H: -1.30 -0.33 1.07
H: -1.22 0.98 -1.25
H: 1.94 0.91 -2.99
H: 0.18 1.21 -2.97
H: 0.81 -0.41 -3.40
H: 2.24 -1.39 -1.41
H: 1.62 -1.14 0.25
H: 4.03 -0.30 0.13
H: 2.88 1.05 0.35
H: 3.60 0.74 -1.26
O: -6.73 -1.13 4.50
H: -7.38 -1.73 4.93
H: -5.86 -1.57 4.63

These are the Mulliken partial charges, in e, on atoms 1 to 2:
1. C -1.170
2. C -0.216

No. 4
ORCA calculation (ωB97M-V/def2-TZVPD) on an isolated ion of composition C5H9N2O5 and charge -1 at a distorted geometry.

## Properties
- SMILES = CC(=O)[C@]([O-])(O)N/[N+]([O-])=C/CO
- net charge = -1

Atoms and positions in Å:
C: -2.89 0.25 2.11
C: -1.55 -0.40 1.99
O: -1.12 -1.29 2.61
C: -0.87 0.04 0.64
O: -0.98 1.25 0.24
O: -1.51 -0.84 -0.31
N: 0.56 -0.37 0.76
N: 1.45 -0.36 -0.27
O: 2.40 -1.23 -0.14
C: 1.33 0.45 -1.27
C: 2.23 0.47 -2.43
O: 3.34 -0.31 -2.23
H: -3.59 -0.24 1.51
H: -3.40 0.07 3.10
H: -2.75 1.25 1.81
H: -1.42 -0.23 -1.04
H: 0.94 -0.75 1.56
H: 0.61 1.23 -1.20
H: 1.63 0.27 -3.38
H: 2.50 1.51 -2.65
H: 3.08 -0.78 -1.40

These are the Mulliken partial charges, in e, on atoms 1 to 2:
1. C -1.331
2. C 0.362

Looking at electronic energy for the records above, in order, we have -25347.249, -140527.294, -8495.712, -18546.169 eV.
Looking at HOMO-LUMO gap for the records above, in order, we have 9.3, 7.0, 9.6, 8.0 eV.